No. 1
An isolated molecule of C5H10O2 in a non-equilibrium geometry. Source: OMol25; level of theory: ωB97M-V/def2-TZVPD.

```
! RIJCOSX wB97M-V def2-TZVPD def2/J DEFGRID3
* xyz 0 1
C -1.09 0.52 1.08
C -0.54 -0.19 -0.15
C 0.62 -1.29 0.35
O -1.53 -0.87 -0.86
C 0.17 0.73 -1.12
C 1.55 1.01 -0.56
O 2.58 0.83 -1.17
H -1.87 1.21 0.77
H -1.52 -0.20 1.78
H -0.31 1.08 1.59
H 0.90 -1.87 -0.52
H 1.46 -0.93 0.93
H 0.10 -1.94 1.04
H -1.95 -1.50 -0.27
H -0.38 1.67 -1.23
H 0.28 0.24 -2.09
H 1.54 1.51 0.43
*
```

Computed properties:
- Max |F|: 0.058 hartree/bohr
- LUMO energy: 0.7922 eV
- Relative energy (zero: lowest compared OMol25 entry of this formula, charge and spin): 36.84 kcal/mol
- Molar mass: 102.13 g mol⁻¹
- Gap between HOMO and LUMO: 10.6 eV

***

No. 2
A 2-piece molecular cluster, C5H10O2 overall in a non-equilibrium geometry. Source: OMol25; level of theory: ωB97M-V/def2-TZVPD.

```
! RIJCOSX wB97M-V def2-TZVPD def2/J DEFGRID3
* xyz 0 1
C 0.12 -2.47 0.56
C 0.33 -1.23 0.12
O 1.45 -0.46 0.60
C -0.78 -0.46 -0.62
C -0.59 0.84 -0.92
C -0.97 1.37 -2.23
H 0.95 -3.12 1.04
H -0.93 -2.83 0.52
H 2.23 -1.07 0.59
H -1.52 -1.05 -1.17
H 0.14 1.40 -0.39
H -1.45 2.39 -2.22
H -1.66 0.58 -2.61
H -0.16 1.11 -3.03
O 0.82 1.85 3.48
H 1.12 0.96 3.72
H 0.91 2.18 2.55
*
```

Computed properties:
- Max |F|: 0.056 hartree/bohr
- LUMO energy: 0.6104 eV
- Relative energy (zero: lowest compared OMol25 entry of this formula, charge and spin): 85.18 kcal/mol
- Molar mass: 102.13 g mol⁻¹
- Gap between HOMO and LUMO: 9.3 eV

***

No. 3
An isolated molecule of C5H10O2. Source: OMol25; level of theory: ωB97M-V/def2-TZVPD.

```
! RIJCOSX wB97M-V def2-TZVPD def2/J DEFGRID3
* xyz 0 1
C -2.24 -0.43 0.46
C -1.04 0.02 -0.43
O -0.84 1.39 -0.12
C 0.35 -0.64 -0.32
C 1.51 0.24 -0.87
C 2.04 0.16 0.57
O 0.86 -0.53 1.02
H -2.50 0.41 1.11
H -3.14 -0.62 -0.13
H -2.05 -1.29 1.11
H -1.31 -0.05 -1.49
H -0.50 1.31 0.79
H 0.41 -1.69 -0.68
H 2.16 -0.17 -1.65
H 1.17 1.23 -1.15
H 2.19 1.11 1.10
H 2.94 -0.45 0.69
*
```

Computed properties:
- Max |F|: 0.010 hartree/bohr
- LUMO energy: 1.0640 eV
- Relative energy (zero: lowest compared OMol25 entry of this formula, charge and spin): 55.37 kcal/mol
- Molar mass: 102.13 g mol⁻¹
- Gap between HOMO and LUMO: 10.9 eV

***

No. 4
C5H10O2 as an isolated structure in a non-equilibrium geometry. Source: OMol25; level of theory: ωB97M-V/def2-TZVPD.

```
! RIJCOSX wB97M-V def2-TZVPD def2/J DEFGRID3
* xyz 0 1
C 0.62 -0.51 1.00
C 1.41 -0.80 2.03
C 1.40 -0.79 -2.30
O -1.93 1.36 -0.87
C 0.58 -0.57 -1.27
C 0.80 0.33 -0.16
H -0.40 -0.91 1.00
H 1.05 -1.35 2.89
H 2.39 -0.34 2.03
H 2.46 -0.73 -2.10
H 0.98 -0.99 -3.28
H -2.52 2.13 -0.93
H -0.47 -0.85 -1.30
H 1.53 1.13 -0.19
H -3.00 0.44 1.81
H -2.17 1.20 0.28
O -2.74 1.25 1.36
*
```

Computed properties:
- Max |F|: 0.080 hartree/bohr
- LUMO energy: -3.5788 eV
- Relative energy (zero: lowest compared OMol25 entry of this formula, charge and spin): 193.06 kcal/mol
- Molar mass: 102.13 g mol⁻¹
- Gap between HOMO and LUMO: 4.2 eV

***

No. 5
An isolated molecule of C5H10O2. Source: OMol25; level of theory: ωB97M-V/def2-TZVPD.

```
! RIJCOSX wB97M-V def2-TZVPD def2/J DEFGRID3
* xyz 0 1
C -2.44 -0.57 -0.27
C -1.24 0.31 -0.61
C 0.07 -0.27 -0.09
O 0.28 -1.53 -0.69
C 1.21 0.68 -0.39
C 3.07 1.10 0.93
O 2.38 0.19 0.31
H -3.37 -0.14 -0.66
H -2.31 -1.57 -0.69
H -2.54 -0.68 0.82
H -1.16 0.44 -1.69
H -1.37 1.30 -0.16
H 0.01 -0.37 1.01
H 1.15 -1.84 -0.41
H 1.02 1.70 -0.03
H 1.43 0.68 -1.47
H 3.83 0.48 1.47
*
```

Computed properties:
- Max |F|: 0.010 hartree/bohr
- LUMO energy: 0.6603 eV
- Relative energy (zero: lowest compared OMol25 entry of this formula, charge and spin): 93.09 kcal/mol
- Molar mass: 102.13 g mol⁻¹
- Gap between HOMO and LUMO: 9.5 eV

***

No. 6
A 2-piece molecular cluster, C5H10O2 overall. Source: OMol25; level of theory: ωB97M-V/def2-TZVPD.

```
! RIJCOSX wB97M-V def2-TZVPD def2/J DEFGRID3
* xyz 0 1
C -1.39 -1.02 -1.18
C -0.27 -1.09 -0.15
O 0.98 -1.21 -0.80
C 1.95 -0.41 -0.13
C 1.16 0.53 0.73
C -0.11 0.15 0.70
O -1.15 0.70 1.39
H -1.37 -1.91 -1.81
H -1.28 -0.14 -1.82
H -2.38 -0.99 -0.70
H -0.45 -1.96 0.51
H 2.56 0.10 -0.89
H 2.62 -1.05 0.46
H 1.58 1.36 1.28
H -1.98 0.46 0.95
H -0.02 3.42 0.49
H -0.45 3.06 0.98
*
```

Computed properties:
- Max |F|: 0.008 hartree/bohr
- LUMO energy: 0.8106 eV
- Relative energy (zero: lowest compared OMol25 entry of this formula, charge and spin): 63.58 kcal/mol
- Molar mass: 102.13 g mol⁻¹
- Gap between HOMO and LUMO: 9.5 eV

***

No. 7
An isolated molecule of C5H10O2. Source: OMol25; level of theory: ωB97M-V/def2-TZVPD.

```
! RIJCOSX wB97M-V def2-TZVPD def2/J DEFGRID3
* xyz 0 1
C 2.39 -0.58 -0.14
C 0.97 -0.19 0.11
O 0.15 -0.89 -0.91
C -0.22 -0.95 0.45
C -1.48 -0.14 0.70
C -1.61 1.19 -0.13
O -0.64 1.44 -1.13
H 2.69 0.05 -1.00
H 2.42 -1.61 -0.47
H 3.07 -0.37 0.68
H 0.85 0.88 0.27
H -0.14 -1.93 0.93
H -1.55 0.08 1.77
H -2.33 -0.79 0.46
H -2.59 1.20 -0.62
H -1.56 2.05 0.55
H -0.44 0.57 -1.52
*
```

Computed properties:
- Max |F|: 0.015 hartree/bohr
- LUMO energy: 1.0340 eV
- Relative energy (zero: lowest compared OMol25 entry of this formula, charge and spin): 69.65 kcal/mol
- Molar mass: 102.13 g mol⁻¹
- Gap between HOMO and LUMO: 10.6 eV

***

No. 8
A 3-piece molecular cluster, C5H10O2 overall in a non-equilibrium geometry. Source: OMol25; level of theory: ωB97M-V/def2-TZVPD.

```
! RIJCOSX wB97M-V def2-TZVPD def2/J DEFGRID3
* xyz 0 1
C 0.60 0.02 -0.17
C 0.23 -1.14 -2.41
C 0.30 1.44 -0.52
C -0.44 -0.25 2.13
C -1.65 0.18 2.35
O -0.23 -0.89 -0.11
O 1.89 -0.18 0.11
H 1.99 -1.11 0.37
H 0.31 -0.64 2.81
H 0.40 2.05 0.38
H 1.14 -0.65 -2.75
H 0.27 -2.20 -2.23
H -0.72 -0.71 -2.71
H -0.72 1.52 -0.89
H 1.01 1.80 -1.27
H -2.32 0.49 1.55
H -2.07 0.27 3.36
*
```

Computed properties:
- Max |F|: 0.033 hartree/bohr
- LUMO energy (alpha / beta): 0.6730 / 0.8191 eV
- Relative energy (zero: lowest compared OMol25 entry of this formula, charge and spin): 151.68 kcal/mol
- Molar mass: 102.13 g mol⁻¹
- Gap between HOMO and LUMO (alpha / beta): 8.5 / 8.9 eV

***

No. 9
An isolated molecule of C5H10O2. Source: OMol25; level of theory: ωB97M-V/def2-TZVPD.

```
! RIJCOSX wB97M-V def2-TZVPD def2/J DEFGRID3
* xyz 0 1
C 2.56 -0.28 0.64
O 1.29 0.31 0.53
C 0.43 -0.54 -0.19
C -0.90 0.12 -0.58
C -2.16 -0.45 0.08
C -0.89 1.64 -0.56
O -1.89 2.31 -0.50
H 2.51 -1.25 1.18
H 3.21 0.40 1.19
H 3.00 -0.47 -0.35
H 0.24 -1.46 0.38
H 0.96 -0.85 -1.11
H -0.98 -0.09 -1.65
H -3.01 0.19 -0.17
H -2.35 -1.46 -0.28
H -2.07 -0.49 1.17
H 0.10 2.12 -0.70
*
```

Computed properties:
- Max |F|: 0.011 hartree/bohr
- LUMO energy: 0.8936 eV
- Relative energy (zero: lowest compared OMol25 entry of this formula, charge and spin): 46.58 kcal/mol
- Molar mass: 102.13 g mol⁻¹
- Gap between HOMO and LUMO: 10.5 eV

***

No. 10
C5H10O2 as an isolated structure in a non-equilibrium geometry. Source: OMol25; level of theory: ωB97M-V/def2-TZVPD.

```
! RIJCOSX wB97M-V def2-TZVPD def2/J DEFGRID3
* xyz 0 1
O 2.26 0.58 -0.14
C 1.63 -0.63 0.17
C 0.34 -0.72 -0.66
C -0.91 -0.97 0.18
C -1.59 0.40 0.30
C -0.51 1.43 0.19
O 0.17 0.55 -1.24
H 1.77 0.90 -0.93
H 1.51 -0.65 1.26
H 2.34 -1.42 -0.07
H 0.46 -1.49 -1.43
H -0.65 -1.38 1.17
H -1.58 -1.68 -0.31
H -2.16 0.47 1.23
H -2.25 0.53 -0.56
H -0.04 1.69 1.18
H -0.70 2.34 -0.37
*
```

Computed properties:
- Max |F|: 0.057 hartree/bohr
- LUMO energy: 0.9082 eV
- Relative energy (zero: lowest compared OMol25 entry of this formula, charge and spin): 77.62 kcal/mol
- Molar mass: 102.13 g mol⁻¹
- Gap between HOMO and LUMO: 10.4 eV

***

No. 11
An isolated molecule of C5H10O2. Source: OMol25; level of theory: ωB97M-V/def2-TZVPD.

```
! RIJCOSX wB97M-V def2-TZVPD def2/J DEFGRID3
* xyz 0 1
C -2.51 0.13 0.81
C -0.88 -0.73 -0.84
O -1.32 0.54 0.11
C 0.60 -0.73 -0.59
C 1.62 0.41 -0.89
C 2.06 0.20 0.56
O 0.86 -0.55 0.85
H -2.88 0.99 1.37
H -3.23 -0.18 0.05
H -2.29 -0.72 1.45
H -1.06 -0.29 -1.83
H -0.57 0.47 0.75
H 0.99 -1.69 -0.94
H 2.36 0.20 -1.67
H 1.15 1.38 -1.07
H 2.16 1.08 1.21
H 2.94 -0.44 0.67
*
```

Computed properties:
- Max |F|: 0.007 hartree/bohr
- LUMO energy: 0.8899 eV
- Relative energy (zero: lowest compared OMol25 entry of this formula, charge and spin): 136.40 kcal/mol
- Molar mass: 102.13 g mol⁻¹
- Gap between HOMO and LUMO: 8.1 eV

***

No. 12
An isolated molecule of C5H10O2. Source: OMol25; level of theory: ωB97M-V/def2-TZVPD.

```
! RIJCOSX wB97M-V def2-TZVPD def2/J DEFGRID3
* xyz 0 1
C 1.49 -1.55 0.35
O 1.11 -0.23 0.70
C 0.87 0.66 -0.53
C -0.46 0.39 -1.04
C -0.83 -0.15 1.14
C -1.51 0.51 0.03
O -1.89 1.83 0.38
H 0.80 -1.96 -0.40
H 1.47 -2.16 1.25
H 2.51 -1.55 -0.06
H 0.99 1.64 -0.05
H 1.69 0.48 -1.24
H -0.58 -0.41 -1.77
H -0.97 -1.22 1.28
H -0.53 0.42 2.01
H -2.38 -0.10 -0.28
H -1.72 2.34 -0.43
*
```

Computed properties:
- Max |F|: 0.007 hartree/bohr
- LUMO energy (alpha / beta): 0.4243 / 0.4237 eV
- Relative energy (zero: lowest compared OMol25 entry of this formula, charge and spin): 132.22 kcal/mol
- Molar mass: 102.13 g mol⁻¹
- Gap between HOMO and LUMO (alpha / beta): 7.5 / 7.5 eV

***

Q: The highest relative energy (zero: lowest compared OMol25 entry of this formula, charge and spin) belongs to which entry?
A: number 4

***

Q: Among the records above, which one has the highest max |F|?
A: number 4

***

Q: Number 4 is which compound?
A: C5H10O2